1.
DFT (ωB97M-V/def2-TZVPD) results for an isolated ion of composition C4H6N3O and charge +1 in a non-equilibrium geometry.

Last column: Mulliken spin population.
Element x y z (Å)
C  0.1586  -0.0037  0.2233  0.55
C  -2.1368  0.1394  0.3083  0.17
C  -0.4317  -2.0791  -0.1548  0.00
C  1.6988  1.9339  -0.5464  0.03
N  -0.9833  0.4081  0.5958  0.13
N  0.6755  -1.0978  -0.0843  0.78
N  1.1593  1.3090  0.4262  0.02
O  -3.2296  0.2648  -0.0419  0.20
H  -1.3462  -1.6925  -0.8042  0.04
H  -0.8873  -2.1250  0.9226  0.07
H  -0.0161  -3.0310  -0.4488  0.00
H  2.4871  2.6496  -0.2315  0.00
H  1.5370  1.3213  1.4062  0.00
H  1.3148  2.0029  -1.5705  0.00

Properties
Net charge: +1
HOMO level (spin up / spin down): -10.4 / -15.7 eV
Frontier orbital gap (spin up / spin down): 5.369 / 7.694 eV
Expectation value of S²: 2.010
E_LUMO (spin up / spin down): -0.1858 / -0.2936 hartree
Spin multiplicity: 3



2.
DFT (ωB97M-V/def2-TZVPD) results for a 4-piece molecular cluster, C31H59B2F3IN3O12PS4 overall in a non-equilibrium geometry.

Last column: Mulliken charge in e.
Element x y z (Å)
C  1.8954  1.1168  -2.4204  -1.00
C  0.9164  2.0461  -1.6976  -0.88
P  0.0414  1.0984  -0.3714  0.20
C  0.7214  1.5960  1.2682  -0.46
C  1.9351  2.5304  1.2138  -0.74
C  -1.7813  1.6441  -0.3821  0.58
B  -1.8225  3.1834  0.1627  1.46
N  -1.0613  4.2792  -0.4523  -0.63
O  -2.5638  3.4786  1.2449  -0.94
N  -2.3350  1.6017  -1.7941  0.54
C  -1.9798  0.3791  -2.6319  -0.98
C  -1.4300  0.7735  -4.0032  -0.44
C  -2.3603  1.6467  -4.8324  -1.28
I  -1.1474  -1.0974  -5.0405  0.14
C  -3.8208  1.8542  -1.8164  -2.29
C  -4.6369  1.1119  -0.7381  1.90
C  -5.8971  1.9665  -0.4984  -1.24
C  -5.6909  3.2384  0.3094  0.25
C  -6.9750  4.0834  0.3201  -1.03
S  -7.1767  4.9575  -1.2768  -0.25
C  -5.0980  -0.2787  -1.2224  -1.69
C  -5.7481  -1.1373  -0.1155  0.16
C  -5.7854  -2.5728  -0.5099  -0.47
F  -4.6614  -3.2804  -0.2747  -0.28
C  -6.8191  -3.1871  -1.0591  0.39
F  -7.9284  -2.5494  -1.3973  -0.23
F  -6.8888  -4.4685  -1.3295  -0.24
O  -3.9475  1.0310  0.5073  -0.24
C  -2.6071  0.7082  0.5072  -1.57
O  -2.5174  -0.6829  0.0129  -0.09
C  -1.6976  -1.4647  0.6400  0.76
N  -1.0066  -2.1682  1.2313  -0.73
O  -2.1508  0.7429  1.7838  0.02
B  -3.1073  0.5970  2.8281  0.50
O  -3.6078  -0.6566  3.0953  -0.56
O  -3.4644  1.6554  3.5794  -0.60
H  2.6115  1.7285  -2.9731  0.58
H  2.4433  0.5761  -1.6520  -0.18
H  1.4150  0.4229  -3.1079  0.23
H  0.1947  2.5195  -2.3704  0.44
H  1.4704  2.8774  -1.2589  0.74
H  1.0162  0.6533  1.7304  0.76
H  -0.0397  2.0289  1.9196  0.57
H  2.7921  2.0803  0.7183  0.33
H  1.6884  3.4613  0.6973  0.31
H  2.1917  2.8240  2.2283  -0.45
H  -0.9589  4.2600  -1.4586  0.24
H  -0.1523  4.4282  -0.0285  0.25
H  -2.5772  4.4354  1.3892  0.34
H  -1.9133  2.3936  -2.2814  0.66
H  -2.8668  -0.2253  -2.7925  1.02
H  -1.2490  -0.2386  -2.1152  0.25
H  -0.4249  1.1770  -3.9303  0.38
H  -1.9140  1.9065  -5.7889  0.47
H  -2.6618  2.5659  -4.3168  0.32
H  -3.2761  1.0922  -5.0529  0.39
H  -3.9989  2.9282  -1.7431  0.23
H  -4.2097  1.5425  -2.7829  0.67
H  -6.2834  2.2134  -1.4937  0.25
H  -6.6658  1.3649  -0.0120  0.68
H  -5.4224  2.9864  1.3356  0.13
H  -4.9190  3.8660  -0.1370  0.07
H  -7.8560  3.4811  0.5253  0.44
H  -6.8735  4.8781  1.0551  0.43
H  -8.1825  4.2578  -1.8160  0.13
H  -5.8059  -0.1538  -2.0435  0.83
H  -4.2543  -0.8585  -1.5955  0.27
H  -5.1729  -1.0700  0.8074  -0.01
H  -6.7741  -0.8139  0.0516  0.50
H  -2.9571  -1.3617  2.9764  0.31
H  -4.0622  1.3701  4.2830  0.31
C  3.4524  4.5566  6.8501  -0.58
C  3.2367  3.0802  6.4880  -0.79
C  2.8369  3.0256  5.0079  -0.45
S  3.5975  4.4656  4.2361  1.18
O  2.5498  5.3447  3.7768  -0.65
O  4.6416  4.0426  3.3389  -0.67
C  4.3090  5.1410  5.7316  -0.71
H  3.9367  4.6690  7.8185  0.36
H  2.4924  5.0752  6.8923  0.29
H  4.1660  2.5281  6.6389  0.33
H  2.4757  2.6177  7.1144  0.33
H  3.2016  2.1331  4.5046  0.33
H  1.7603  3.1177  4.8730  0.32
H  4.2851  6.2265  5.6725  0.41
H  5.3387  4.7894  5.7873  0.34
C  5.8915  -2.1829  -0.5151  -0.73
C  5.3094  -3.4321  0.1612  0.00
C  3.9308  -3.0551  0.7171  -1.04
S  3.3156  -1.7425  -0.3412  1.34
O  3.1986  -0.5274  0.4358  -0.64
O  2.1990  -2.2114  -1.1213  -0.78
C  4.7692  -1.6141  -1.3785  -0.75
H  6.7710  -2.4170  -1.1126  0.44
H  6.1852  -1.4521  0.2412  0.33
H  5.2017  -4.2304  -0.5731  -0.30
H  5.9591  -3.8051  0.9503  0.46
H  3.2202  -3.8772  0.6884  0.47
H  3.9911  -2.6554  1.7275  0.38
H  4.9125  -0.5744  -1.6651  0.41
H  4.5898  -2.2274  -2.2614  0.40
C  3.7886  -7.8384  -2.2253  -0.53
C  4.5191  -6.9442  -3.2371  -0.66
C  5.8679  -6.5591  -2.6169  0.10
S  6.3084  -7.9037  -1.5017  1.15
O  6.3076  -7.3983  -0.1514  -0.63
O  7.4427  -8.6096  -2.0324  -0.68
C  4.8175  -8.8617  -1.7564  -0.73
H  2.9201  -8.3235  -2.6678  0.34
H  3.4440  -7.2417  -1.3775  0.26
H  4.6847  -7.5007  -4.1612  0.33
H  3.9365  -6.0584  -3.4884  0.34
H  6.6599  -6.4534  -3.3539  0.40
H  5.7981  -5.6550  -2.0175  -0.44
H  4.5586  -9.3603  -0.8254  0.40
H  5.0326  -9.5975  -2.5306  0.36

Properties
Net charge: +1
HOMO level: -10.9 eV
Frontier orbital gap: 8.524 eV
E_LUMO: -0.0879 hartree



| no. | DFT total energy (Eh) |
| --- | --- |
| 1 | -395.01416 |
| 2 | -4864.78115 |